This record from the Open Molecules 2025 dataset describes a cluster of 2 separate species, C4H12 in total at a distorted geometry. The level of theory is ωB97M-V with the def2-TZVPD basis set.

Each line ends with the Mulliken charge.
Atoms and positions in Å:
C -0.179 0.539 -2.837  -0.9632
C 0.510 -0.235 -1.686  -0.5441
H 0.294 1.514 -3.011  0.2821
H 0.115 0.105 -3.784  0.3042
H -1.246 0.683 -2.726  0.2987
H 0.081 0.107 -0.750  0.0359
H 1.571 -0.005 -1.763  0.2743
H 0.436 -1.289 -1.923  0.2894
C -0.907 -0.045 2.163  -0.8211
C 0.560 -0.297 2.346  -0.8288
H -1.477 -0.785 2.724  0.3000
H -1.235 0.969 2.397  0.2719
H -1.246 -0.210 1.133  0.2424
H 1.253 0.303 1.751  0.2874
H 0.720 -1.345 2.114  0.2548
H 0.889 -0.068 3.363  0.3163

Force components x, y, z for each atom (eV/Å):
C 1.30 0.50 -0.23
C -0.17 0.94 -1.48
H -0.32 0.26 0.72
H -0.63 -0.69 -0.31
H -0.14 -0.23 -0.15
H 0.25 -0.52 0.30
H 0.08 0.06 0.46
H -0.36 -0.33 0.68
C -0.83 0.20 -0.73
C 0.67 0.15 0.23
H -0.09 0.26 0.35
H 0.05 -0.08 0.32
H 0.31 0.02 -0.03
H -0.39 -0.01 -0.42
H 0.48 -0.14 0.15
H -0.21 -0.40 0.14

Its SMILES is CC.CC. For the energy relative to the best compared isomer or geometry (same formula, charge and spin), the calculation gives 8.05 kcal per mole. The value obtained for the energy is -159.572141 Eh. The value obtained for the LUMO energy is 1.15 eV.

This record from the Open Molecules 2025 dataset describes a cluster of 2 separate species, C4H12 in total at a distorted geometry. The level of theory is ωB97M-V with the def2-TZVPD basis set.

Each line ends with the Mulliken charge.
Atoms and positions in Å:
C -0.963 0.394 1.202  -0.6568
C -0.606 1.921 1.225  -0.9837
H -1.868 0.170 1.769  0.3512
H -1.261 0.236 0.107  0.0913
H -0.269 -0.402 1.397  0.3058
H 0.501 2.080 1.194  0.2589
H -1.081 2.476 2.036  0.3195
H -0.849 2.500 0.365  0.3205
C 1.238 -0.766 -1.611  -0.7214
C 0.336 -1.575 -0.755  -0.8432
H 2.152 -1.332 -1.743  0.2778
H 0.840 -0.369 -2.576  0.2784
H 1.339 0.213 -1.116  0.2043
H 0.390 -2.772 -1.025  0.2470
H -0.620 -1.485 -0.738  0.4778
H 0.721 -1.286 0.268  0.0725

Force components x, y, z for each atom (eV/Å):
C -1.88 1.27 -2.62
C 1.70 -0.66 0.92
H 0.05 0.20 0.10
H 0.23 -0.14 1.55
H 0.68 0.57 0.59
H -0.70 -0.20 0.77
H 0.43 -0.24 0.31
H -0.91 -0.19 -1.11
C -0.82 1.88 -1.42
C 5.95 -4.26 0.89
H 0.36 0.59 -0.13
H 0.17 -1.13 0.20
H 0.84 -0.35 0.17
H 0.50 2.76 1.01
H -6.10 1.52 -0.32
H -0.50 -1.61 -0.90

Its SMILES is CC.CC. For the energy relative to the best compared isomer or geometry (same formula, charge and spin), the calculation gives 41.63 kcal per mole. The value obtained for the energy is -159.518626 Eh. The value obtained for the LUMO energy is 1.10 eV.

This record from the Open Molecules 2025 dataset describes a cluster of 2 separate species, C4H12 in total at a distorted geometry. The level of theory is ωB97M-V with the def2-TZVPD basis set.

Each line ends with the Mulliken charge.
Atoms and positions in Å:
C 0.501 -1.701 -2.212  -0.7329
C -0.639 -2.248 -1.387  -0.8683
H 0.547 -2.337 -3.105  0.2738
H 0.356 -0.644 -2.447  0.2338
H 1.490 -1.662 -1.694  0.2485
H -0.516 -2.515 -0.333  0.2999
H -1.112 -3.142 -1.900  0.2480
H -1.557 -1.698 -1.087  0.2964
C 0.802 1.968 2.073  -0.8124
C -0.644 1.989 1.472  -0.8163
H 1.525 1.544 1.425  0.2677
H 1.113 3.092 2.017  0.2090
H 1.066 1.613 3.052  0.3358
H -1.198 1.982 2.402  0.2669
H -1.024 0.980 1.176  0.1910
H -0.811 2.735 0.812  0.3592

Force components x, y, z for each atom (eV/Å):
C 0.54 0.69 0.47
C -2.61 -1.64 1.07
H 0.43 0.64 0.07
H -0.23 -0.19 -0.49
H -0.74 -0.60 -0.26
H 1.36 -0.66 -0.18
H 0.75 0.77 0.72
H 0.50 1.02 -1.40
C 0.39 3.37 -1.90
C 1.04 -4.80 4.20
H 0.62 -0.74 -0.87
H -0.34 -1.77 0.58
H -0.85 -0.27 0.59
H -0.98 1.31 0.05
H 0.80 0.69 -0.78
H -0.67 2.20 -1.88

Its SMILES is CC.CC. For the energy relative to the best compared isomer or geometry (same formula, charge and spin), the calculation gives 33.50 kcal per mole. The value obtained for the energy is -159.531588 Eh. The value obtained for the LUMO energy is 1.02 eV.

This record from the Open Molecules 2025 dataset describes a cluster of 2 separate species, C4H12 in total at a distorted geometry. The level of theory is ωB97M-V with the def2-TZVPD basis set.

Each line ends with the Mulliken charge.
Atoms and positions in Å:
C 2.064 0.556 1.644  -1.1439
C 0.992 0.288 0.640  -0.6736
H 2.458 1.447 1.264  0.3284
H 1.641 1.036 2.501  0.3223
H 2.817 -0.234 1.796  0.3005
H 1.224 -0.306 -0.223  0.3842
H 0.598 1.195 0.120  0.2382
H 0.031 0.096 1.129  0.2276
C -1.854 -0.797 -0.475  -0.7157
C -1.087 -0.241 -1.751  -0.8116
H -1.018 -1.380 0.073  0.1821
H -2.308 0.122 0.185  0.2091
H -2.636 -1.491 -0.619  0.3649
H -1.766 0.069 -2.577  0.3213
H -0.468 -1.126 -2.043  0.2463
H -0.689 0.767 -1.664  0.2200

Force components x, y, z for each atom (eV/Å):
C 0.07 0.32 -0.52
C -2.45 1.23 -0.30
H 2.11 1.06 -0.76
H -0.36 -0.81 1.29
H -0.51 0.49 0.22
H 0.13 -0.98 0.08
H 1.02 0.14 0.41
H 0.36 -1.27 -0.16
C 2.05 2.71 1.64
C -2.26 -0.90 -0.29
H -1.72 1.19 -0.27
H 1.27 -2.40 -1.36
H -0.90 -0.59 -0.76
H -0.12 -1.15 0.22
H 0.11 1.51 -0.32
H 1.20 -0.55 0.87

Its SMILES is CC.CC. For the energy relative to the best compared isomer or geometry (same formula, charge and spin), the calculation gives 38.66 kcal per mole. The value obtained for the energy is -159.523367 Eh. The value obtained for the LUMO energy is 1.09 eV.

This record from the Open Molecules 2025 dataset describes a cluster of 2 separate species, C4H12 in total at a distorted geometry. The level of theory is ωB97M-V with the def2-TZVPD basis set.

Each line ends with the Mulliken charge.
Atoms and positions in Å:
C 0.315 2.663 1.724  -0.8549
C -0.321 2.031 0.411  -0.9064
H 1.410 2.451 1.604  0.2367
H 0.142 3.686 1.695  0.2828
H -0.112 2.177 2.501  0.3260
H 0.002 2.508 -0.548  0.3044
H 0.023 1.041 0.346  0.1467
H -1.316 1.832 0.331  0.4514
C 0.348 -2.937 -0.889  -0.7710
C -0.437 -1.708 -1.207  -0.8091
H 0.726 -3.375 -1.862  0.2421
H 1.230 -2.651 -0.367  0.2726
H -0.285 -3.604 -0.224  0.2318
H 0.261 -0.831 -1.078  0.1427
H -1.052 -1.448 -0.369  0.2715
H -0.932 -1.835 -2.067  0.4327

Force components x, y, z for each atom (eV/Å):
C 1.37 -1.14 -4.87
C 3.21 1.31 -0.17
H -0.95 0.32 0.61
H -0.24 1.88 0.45
H -1.00 -1.23 2.84
H -0.17 -0.07 0.91
H 1.07 -1.50 -0.14
H -3.28 0.46 0.38
C -0.25 -1.43 -0.41
C 2.87 2.00 3.95
H -0.65 -0.18 1.27
H 0.71 -0.09 0.74
H 1.07 0.15 -1.17
H -0.60 -0.57 -1.45
H -1.17 -0.25 0.27
H -1.98 0.36 -3.22

Its SMILES is CC.CC. For the energy relative to the best compared isomer or geometry (same formula, charge and spin), the calculation gives 29.89 kcal per mole. The value obtained for the energy is -159.537346 Eh. The value obtained for the LUMO energy is 1.09 eV.

This record from the Open Molecules 2025 dataset describes a cluster of 2 separate species, C4H12 in total at a distorted geometry. The level of theory is ωB97M-V with the def2-TZVPD basis set.

Each line ends with the Mulliken charge.
Atoms and positions in Å:
C -0.953 -2.213 -0.823  -0.8434
C 0.363 -1.712 -0.123  -0.2217
H -0.604 -2.833 -1.708  0.2404
H -1.559 -2.738 -0.127  0.2704
H -1.674 -1.407 -1.025  0.2733
H 1.218 -1.940 -0.720  0.3362
H 0.448 -2.098 0.865  0.3104
H 0.210 -0.698 -0.016  -0.4123
C 0.517 2.174 -0.267  -0.9330
C 0.182 1.706 1.231  -0.6748
H 1.441 1.943 -0.790  0.3194
H -0.188 1.702 -0.934  0.2684
H 0.410 3.241 -0.371  0.3290
H -0.980 1.926 1.440  0.1861
H 0.782 2.234 2.024  0.2937
H 0.387 0.712 1.343  0.2578

Force components x, y, z for each atom (eV/Å):
C 1.33 -0.04 -0.49
C -1.93 -1.24 -0.82
H -1.30 0.75 0.93
H -0.19 -1.38 0.50
H 0.76 0.09 -0.85
H 0.63 0.00 -0.20
H 0.29 -0.60 0.71
H 0.41 2.29 0.12
C -0.66 -0.30 0.98
C -1.38 3.82 -0.73
H 0.68 -0.35 0.96
H -0.69 -0.03 -0.12
H -0.25 0.42 0.06
H 2.69 -0.56 -0.45
H -0.61 -0.24 -0.94
H 0.23 -2.62 0.36

Its SMILES is CC.CC. For the energy relative to the best compared isomer or geometry (same formula, charge and spin), the calculation gives 24.53 kcal per mole. The value obtained for the energy is -159.545879 Eh. The value obtained for the LUMO energy is 1.15 eV.

This record from the Open Molecules 2025 dataset describes a cluster of 2 separate species, C4H12 in total at a distorted geometry. The level of theory is ωB97M-V with the def2-TZVPD basis set.

Each line ends with the Mulliken charge.
Atoms and positions in Å:
C -1.089 -1.602 -0.097  -0.5188
C -0.028 -2.631 -0.215  -0.7819
H -0.878 -0.829 0.738  0.3127
H -1.241 -1.062 -1.026  0.3241
H -2.032 -2.056 0.269  0.3688
H -0.439 -3.524 -0.739  0.3283
H 0.325 -2.958 0.762  0.3215
H 0.820 -2.293 -0.818  0.3147
C -0.092 1.825 -0.031  -0.3650
C 1.233 2.443 0.300  -0.9102
H -0.929 2.347 0.432  0.3723
H -0.281 1.718 -1.101  0.3578
H -0.061 0.750 0.425  -0.1242
H 2.043 1.908 -0.194  0.3386
H 1.444 2.475 1.366  0.3402
H 1.204 3.491 -0.072  0.3211

Force components x, y, z for each atom (eV/Å):
C 0.04 -0.55 -0.95
C 0.51 0.58 0.36
H 0.02 0.17 0.08
H -0.21 0.11 0.06
H 0.00 0.57 0.37
H 0.01 0.12 0.08
H -0.06 -0.33 -0.02
H -0.07 -0.15 -0.06
C -0.13 1.24 -0.32
C 0.19 -1.19 0.13
H -0.13 -0.37 0.21
H 0.06 -0.39 0.11
H -0.19 -0.35 0.00
H 0.13 0.30 -0.12
H -0.07 0.27 0.11
H -0.10 -0.02 -0.03

For the energy relative to the best compared isomer or geometry (same formula, charge and spin), the calculation gives 3.19 kcal per mole. The spin multiplicity is 2. As for the total charge: +1. The value obtained for the energy is -159.164748 Eh. The value obtained for the LUMO energy (spin up / spin down) is -2.96 / -11.17 eV.

This record from the Open Molecules 2025 dataset describes a cluster of 2 separate species, C4H12 in total at a distorted geometry. The level of theory is ωB97M-V with the def2-TZVPD basis set.

Each line ends with the Mulliken charge.
Atoms and positions in Å:
C -0.543 1.527 0.852  -0.2873
C -0.778 1.486 2.346  -0.8990
H -0.613 0.451 0.440  -0.0634
H -1.456 2.042 0.484  0.3192
H 0.434 1.951 0.674  0.3767
H -1.804 1.352 2.691  0.3434
H -0.251 0.592 2.765  0.3173
H -0.361 2.387 2.811  0.3212
C 1.045 -1.035 -1.141  -0.3589
C 0.364 -1.911 -2.164  -0.8344
H 1.961 -1.365 -0.635  0.3925
H 1.094 -0.039 -1.550  0.3481
H 0.327 -0.872 -0.293  0.0550
H -0.407 -2.500 -1.659  0.3234
H 1.028 -2.687 -2.604  0.3281
H -0.041 -1.378 -3.016  0.3181

Force components x, y, z for each atom (eV/Å):
C -1.03 0.28 2.29
C 0.10 -0.75 -0.30
H 0.04 0.09 -0.48
H 0.52 -0.39 -0.98
H 0.07 -0.02 -0.68
H -0.08 0.08 -0.47
H 0.26 0.53 0.23
H 0.33 -0.19 0.23
C 0.06 -0.10 -2.11
C 0.82 0.05 0.38
H -0.30 -0.19 0.06
H 0.48 0.54 0.15
H -0.69 0.26 1.09
H -0.31 -0.48 -0.15
H 0.03 0.00 0.51
H -0.30 0.27 0.25

For the energy relative to the best compared isomer or geometry (same formula, charge and spin), the calculation gives 12.89 kcal per mole. The spin multiplicity is 2. As for the total charge: +1. The value obtained for the energy is -159.149305 Eh. The value obtained for the LUMO energy (spin up / spin down) is -2.96 / -11.27 eV.

Among the records above, which one has the lowest energy relative to the best compared isomer or geometry (same formula, charge and spin)? number 7

What is the energy in the fifth record? -159.537346 Eh